Computed, not measured: C37H33Cl2MnN6O5S as an isolated structure at a distorted geometry, with ωB97M-V with the def2-TZVPD basis set.

Computed properties:
molar mass = 799.6 Da
relative energy (zero: lowest compared OMol25 entry of this formula, charge and spin) = 0.000 eV
calculated total energy = -125281.42811 eV
frontier orbital gap (alpha / beta) = 0.2410 / 0.2388 Ha
highest occupied orbital energy (alpha / beta) = -6.810 / -6.748 eV

The geometry in ORCA input format:
```
! RIJCOSX wB97M-V def2-TZVPD def2/J DEFGRID3
* xyz 0 1
Mn 0.1834 0.3877 -1.6156
Cl -3.5487 2.7620 -4.1323
C -2.9158 3.1751 -2.5702
C -3.4051 4.3153 -1.9149
C -2.9647 4.6595 -0.6678
Cl -3.6248 6.0619 0.1312
C -1.9794 3.8810 -0.0141
C -1.4774 4.1063 1.2857
C -0.5352 3.2571 1.7935
C -0.0524 2.1985 1.0008
N -0.4883 1.9711 -0.2153
C -1.4668 2.7705 -0.7095
C -1.9626 2.3449 -1.9909
O -1.5124 1.2528 -2.4827
H -4.1520 4.9207 -2.4102
H -1.8513 4.9401 1.8652
H -0.1373 3.3946 2.7901
H 0.7332 1.5515 1.3692
C -0.9429 -0.2767 3.8476
O 0.1609 -1.1867 3.8495
C -0.1908 -2.5103 3.7602
C 0.0355 -3.3083 4.8749
C -0.3058 -4.6482 4.8778
C -0.8866 -5.2044 3.7463
C -1.0829 -4.4252 2.6223
C -0.7292 -3.0741 2.5958
N -1.0130 -2.3564 1.4181
C -0.2231 -1.4946 0.6820
N 1.0520 -1.3468 1.0869
C 2.0267 -0.4275 0.6248
C 1.8602 0.3769 -0.4965
C 2.9178 1.2762 -0.7415
C 4.0580 1.3389 0.0341
C 4.2133 0.4864 1.1276
C 3.1906 -0.3943 1.4189
O 3.2084 -1.2804 2.4648
C 4.3105 -1.2337 3.3450
N -0.6969 -0.9419 -0.3915
C -2.0642 -1.1266 -0.7337
C -2.3845 -1.8933 -1.8429
C -3.6927 -2.0075 -2.2915
C -4.6996 -1.3392 -1.6209
C -4.4066 -0.5637 -0.5051
C -3.0969 -0.4549 -0.0574
O -2.7251 0.3064 1.0086
C -3.7151 1.1276 1.5994
H -0.5301 0.6995 4.0934
H -1.6696 -0.5657 4.6116
H -1.4280 -0.2368 2.8723
H 0.4702 -2.8330 5.7448
H -0.1315 -5.2503 5.7594
H -1.1724 -6.2475 3.7304
H -1.5070 -4.8606 1.7250
H -1.8179 -2.6799 0.9025
H 1.3100 -1.8200 1.9373
H 2.8237 1.9873 -1.5555
H 4.8354 2.0611 -0.1888
H 5.1036 0.5304 1.7376
H 4.1277 -1.9900 4.1039
H 4.3934 -0.2531 3.8213
H 5.2449 -1.4616 2.8251
H -1.5706 -2.3862 -2.3585
H -3.9144 -2.6034 -3.1668
H -5.7241 -1.4073 -1.9626
H -5.2017 -0.0358 0.0006
H -3.2090 1.7004 2.3731
H -4.5145 0.5329 2.0504
H -4.1410 1.8191 0.8669
C -0.5128 -0.6287 -4.4500
C 0.4736 -0.0618 -3.4632
O 1.2682 -0.8999 -2.7776
H -0.5772 -1.7019 -4.2742
H -0.2060 -0.4703 -5.4862
H -1.4915 -0.1700 -4.3051
S 1.2451 1.5292 -4.0559
C 2.9284 1.1706 -4.0512
N 3.3329 -0.0670 -3.7302
C 4.6325 -0.3630 -3.6532
C 5.5718 0.5938 -3.9331
C 5.0709 1.8639 -4.2427
N 3.7902 2.1654 -4.3009
H 2.4141 -0.7164 -3.3103
H 4.8725 -1.3789 -3.3696
H 6.6295 0.3875 -3.8992
H 5.7599 2.6798 -4.4363
*
```

Mulliken population analysis, charges in e, atoms 1 to 4: -0.412, -0.267, 0.534, -0.368

---

Computed, not measured: C37H33ClMoNO3STe as an isolated structure at a distorted geometry, with ωB97M-V with the def2-TZVPD basis set.

Computed properties:
molar mass = 830.7 Da
relative energy (zero: lowest compared OMol25 entry of this formula, charge and spin) = 0.127 eV
calculated total energy = -79027.13272 eV
frontier orbital gap (alpha / beta) = 0.2486 / 0.1965 Ha
highest occupied orbital energy (alpha / beta) = -13.371 / -13.371 eV

The geometry in ORCA input format:
```
! RIJCOSX wB97M-V def2-TZVPD def2/J DEFGRID3
* xyz 2 2
Mo -1.9172 -2.3312 2.6239
O -2.1643 -5.8403 4.2554
C -2.6530 -4.9810 3.5584
O -2.5387 -3.6089 3.8629
C -3.4160 -5.3840 2.3533
C -3.7884 -6.7694 2.3005
C -4.5718 -7.2703 1.2480
C -5.0937 -6.3624 0.3270
C -4.8853 -4.9991 0.4601
C -3.9318 -4.5740 1.3652
S -3.5893 -2.7928 1.1931
H -3.5634 -7.2410 3.2440
H -4.8585 -8.2985 1.1049
H -5.7916 -6.7102 -0.4447
H -5.3102 -4.2518 -0.1318
C 0.1296 3.6452 -8.3710
C 0.5233 3.2840 -6.9944
C 1.4552 4.1096 -6.3226
C 1.7731 3.9290 -4.9864
C 2.6536 4.9650 -4.3736
C 1.2595 2.7915 -4.3505
Te 1.3739 2.6698 -2.2888
N -1.8564 -0.5897 2.5313
C -2.1301 -0.0946 3.7847
O -2.3210 -1.0345 4.6216
C -2.1682 1.3339 4.0336
C -2.4315 1.7703 5.3489
C -2.5618 3.1559 5.5641
C -2.4711 4.0806 4.5194
C -2.1650 3.6416 3.2548
C -1.9807 2.2511 2.9983
C 3.3664 2.3165 -2.0309
C 4.1414 1.8490 -3.1251
C 5.5063 1.6479 -2.9310
C 6.0307 1.8336 -1.6420
C 5.2082 2.1250 -0.5438
C 3.8584 2.4217 -0.7241
C 2.9865 2.8099 0.4453
C 0.3740 1.9412 -4.9995
C -0.4071 0.8924 -4.2241
C 0.0273 2.1703 -6.3556
H 1.0048 3.5771 -9.0869
H -0.1509 4.7081 -8.3084
H -0.6893 3.0920 -8.8271
H 1.8199 4.9718 -6.8401
H 2.4164 5.9623 -4.7124
H 3.7087 4.6377 -4.4469
H 2.5512 5.0041 -3.3091
H -2.6258 1.0173 6.0663
H -2.8951 3.4751 6.6001
H -2.6689 5.1309 4.8232
H -2.1784 4.4222 2.4486
H -1.8362 1.9498 1.9960
H 3.7375 1.7540 -4.1348
H 6.1527 1.3594 -3.7531
H 7.1002 1.7301 -1.5559
H 5.6845 1.9950 0.3948
H 2.0398 2.2796 0.4165
H 2.5643 3.8290 0.3783
H 3.4989 2.6067 1.4169
H -1.2808 1.3794 -3.7988
H 0.1666 0.4300 -3.4232
H -0.7413 0.0934 -4.8885
H -0.6390 1.5000 -6.9258
Cl 2.4847 -3.6123 6.6263
C 1.6287 -3.3479 5.1809
C 1.0864 -4.4818 4.5522
C 0.3700 -4.4211 3.3723
C 0.3543 -3.1888 2.6749
C -0.3212 -3.0546 1.3805
C 0.8223 -2.0311 3.3550
C 1.4609 -2.1041 4.6217
H 1.1682 -5.4046 5.1546
H 0.0391 -5.3606 2.9020
H -0.4090 -3.9484 0.7766
H -0.0170 -2.1679 0.7526
H 0.6858 -1.0702 2.8677
H 1.8056 -1.2130 5.0945
*
```

Mulliken population analysis, charges in e, atoms 1 to 4: 0.202, -0.522, 0.609, -0.575

---

Computed, not measured: C37H33CrFN6O as an isolated structure, with ωB97M-V with the def2-TZVPD basis set.

Computed properties:
molar mass = 648.7 Da
relative energy (zero: lowest compared OMol25 entry of this formula, charge and spin) = 0.929 eV
calculated total energy = -81031.24650 eV
frontier orbital gap (alpha / beta) = 0.1854 / 0.2738 Ha
highest occupied orbital energy (alpha / beta) = -4.818 / -7.386 eV

The geometry in ORCA input format:
```
! RIJCOSX wB97M-V def2-TZVPD def2/J DEFGRID3
* xyz 0 5
Cr -0.1394 2.4313 -0.4136
C -1.5823 -10.9665 2.0374
O -0.9298 -10.0227 2.8660
C -0.9492 -8.7229 2.4728
C -1.5702 -8.2592 1.3177
C -1.5294 -6.9069 1.0121
C -0.8772 -6.0007 1.8381
C -0.2539 -6.4831 2.9904
C -0.2888 -7.8244 3.3085
C -0.8599 -4.5820 1.4707
N -1.2693 -4.0947 0.3240
C -1.0707 -2.7389 0.4154
C -0.5352 -2.4053 1.6311
N -0.4058 -3.5956 2.3048
C -0.2419 -1.0640 2.0440
C 0.2306 -0.6969 3.2807
C 0.4551 0.6680 3.5439
C 0.2133 1.5826 2.5479
N -0.2446 1.2720 1.3256
C -0.4957 -0.0635 1.0540
C -1.0131 -0.3874 -0.2091
N -1.2000 0.6473 -1.1043
C -1.8457 0.3603 -2.2416
C -2.2504 -0.8981 -2.6221
C -1.9702 -1.9779 -1.7705
C -1.3637 -1.7275 -0.5652
H -1.4515 -11.9314 2.5185
H -1.1353 -10.9959 1.0405
H -2.6495 -10.7477 1.9500
H -2.0867 -8.9347 0.6519
H -2.0085 -6.5365 0.1160
H 0.2852 -5.8141 3.6506
H 0.1961 -8.2033 4.1980
H -0.0685 -3.7175 3.2420
H 0.4242 -1.4415 4.0435
H 0.8163 1.0071 4.5035
H 0.4031 2.6292 2.7339
H -2.0497 1.1924 -2.9016
H -2.7627 -1.0337 -3.5636
H -2.2356 -2.9940 -2.0303
C 1.2679 4.3315 -2.4768
N 0.2602 3.2499 -2.4562
C -0.9009 3.7406 -3.2099
C 0.8756 2.0754 -3.1291
C 1.9177 1.4854 -2.2151
C 3.0598 0.8724 -2.7134
C 3.9893 0.3342 -1.8343
C 3.7695 0.4241 -0.4664
C 2.6224 1.0425 0.0185
C 1.6707 1.5888 -0.8412
H 1.6187 4.4752 -3.5058
H 2.1096 4.0685 -1.8430
H 0.8250 5.2560 -2.1241
H -0.6191 3.9881 -4.2401
H -1.2804 4.6418 -2.7282
H -1.6929 2.9983 -3.2351
H 1.3021 2.3889 -4.0907
H 0.0927 1.3470 -3.3400
H 3.2280 0.8159 -3.7842
H 4.8821 -0.1462 -2.2142
H 4.4948 0.0093 0.2237
H 2.4724 1.0893 1.0932
F 1.0306 9.3060 -1.2762
C 0.8929 8.0625 -0.7571
C 2.0185 7.3599 -0.3795
C 1.8633 6.0857 0.1463
C 0.6073 5.4881 0.2877
C 0.4686 4.0926 0.7775
C -0.5021 6.2562 -0.0806
C -0.3729 7.5351 -0.6042
H 2.9954 7.8106 -0.4945
H 2.7440 5.5254 0.4385
H -0.2914 4.0783 1.5672
H 1.4147 3.7693 1.2211
H -1.4959 5.8403 0.0388
H -1.2355 8.1228 -0.8900
N -3.3077 3.5552 0.0484
C -2.2335 3.2029 -0.1930
H -4.2514 3.8102 0.2502
*
```

Mulliken population analysis, charges in e, atoms 1 to 4: 0.026, -0.841, -0.467, 0.967